Entry 1:
# C31H47Br2NO3P2PtS2

A molecular structure, C31H47Br2NO3P2PtS2 in a non-equilibrium geometry (ωB97M-V with the def2-TZVPD basis set, the Open Molecules 2025 dataset).

Geometry (Å):
Pt 0.778 -0.989 -0.039
Br -3.871 -4.239 0.640
C -2.720 -3.409 1.888
C -3.009 -3.518 3.243
C -2.212 -2.932 4.192
Br -2.674 -3.121 6.028
C -1.072 -2.190 3.810
C -0.196 -1.566 4.727
C 0.884 -0.871 4.274
C 1.098 -0.764 2.893
N 0.293 -1.317 2.009
C -0.781 -2.059 2.428
C -1.602 -2.701 1.376
O -1.299 -2.580 0.178
H -3.882 -4.080 3.551
H -0.395 -1.655 5.786
H 1.577 -0.394 4.955
H 1.946 -0.225 2.493
C 6.949 -3.452 -1.650
C 5.889 -2.981 -0.681
O 5.264 -1.786 -1.169
P 3.634 -1.680 -1.438
S 1.482 -0.668 -2.193
S 2.798 -1.987 0.427
O 3.443 -3.142 -2.176
C 3.023 -3.246 -3.536
C 4.185 -3.185 -4.506
H 7.460 -4.334 -1.252
H 7.691 -2.668 -1.817
H 6.507 -3.711 -2.611
H 6.343 -2.734 0.282
H 5.139 -3.752 -0.508
H 2.293 -2.465 -3.747
H 2.508 -4.204 -3.611
H 4.737 -2.249 -4.397
H 3.812 -3.244 -5.532
H 4.880 -4.013 -4.350
C -3.620 1.934 3.043
C -2.194 1.725 3.544
C -1.182 1.759 2.380
C -1.827 1.328 1.044
C -2.840 0.210 1.341
C -4.039 0.786 2.109
P -0.585 0.832 -0.201
C 0.556 2.275 -0.431
C -0.111 3.664 -0.554
C 0.868 4.803 -0.235
C 2.255 4.457 -0.762
C 2.833 3.271 0.029
C 1.737 2.323 0.550
C -1.483 0.834 -1.828
C -2.506 1.975 -2.097
C -3.915 1.432 -2.322
C -3.943 0.508 -3.540
C -2.775 -0.508 -3.514
C -2.083 -0.548 -2.154
H -3.670 2.889 2.508
H -4.315 2.017 3.881
H -2.134 0.760 4.058
H -1.932 2.485 4.283
H -0.354 1.092 2.611
H -0.758 2.761 2.277
H -2.371 2.178 0.625
H -2.341 -0.556 1.939
H -3.178 -0.289 0.435
H -4.511 -0.011 2.689
H -4.790 1.146 1.400
H 0.999 1.994 -1.393
H -0.987 3.751 0.095
H -0.470 3.794 -1.578
H 0.926 4.958 0.848
H 0.501 5.738 -0.664
H 2.923 5.319 -0.701
H 2.176 4.199 -1.823
H 3.413 3.651 0.875
H 3.522 2.702 -0.598
H 1.406 2.631 1.546
H 2.151 1.319 0.639
H -0.643 0.947 -2.519
H -2.201 2.517 -3.001
H -2.518 2.719 -1.301
H -4.623 2.253 -2.458
H -4.240 0.886 -1.430
H -3.877 1.124 -4.442
H -4.904 -0.009 -3.590
H -2.028 -0.245 -4.269
H -3.136 -1.506 -3.770
H -1.288 -1.291 -2.145
H -2.796 -0.873 -1.395

Summary:
LUMO (spin up / spin down) in eV: 2.386 / 2.386
HOMO energy (spin up / spin down) in eV: -3.7 / -4.3
<S²>: 0.76
Energy relative to the best compared isomer or geometry (same formula, charge and spin) in eV: 0.000
Spin multiplicity: 2
Charge: -1
Electronic energy in Eh: -8236.5524


Entry 2:
# C31H47BrN10NdO2

A molecular structure, C31H47BrN10NdO2 in a non-equilibrium geometry (ωB97M-V with the def2-TZVPD basis set, the Open Molecules 2025 dataset).

Geometry (Å):
Nd -0.232 0.226 0.276
C -4.267 -0.914 0.383
C -3.926 0.455 0.916
N -2.792 1.087 0.182
C -2.659 2.576 0.515
C -1.998 2.771 1.876
N -0.618 2.245 1.958
C -0.101 2.447 3.320
C 0.670 1.294 3.900
C -0.134 0.011 3.917
N 0.109 -0.893 2.821
C -0.656 -2.130 3.037
C -1.989 -2.207 2.256
N -1.893 -1.805 0.868
C -3.149 -1.904 0.062
H -4.919 -0.950 -0.519
H -4.948 -1.332 1.171
H -3.753 0.447 2.026
H -4.819 1.099 0.783
H -3.141 1.061 -0.839
H -3.659 3.009 0.683
H -2.076 3.067 -0.280
H -2.499 2.232 2.640
H -2.076 3.851 2.096
H -0.042 2.803 1.267
H -0.929 2.658 4.008
H 0.515 3.396 3.401
H 1.011 1.569 4.854
H 1.582 1.079 3.295
H -1.227 0.079 3.910
H 0.032 -0.589 4.851
H 1.093 -1.176 2.774
H -0.901 -2.259 4.070
H -0.042 -3.018 2.750
H -2.678 -1.537 2.790
H -2.342 -3.263 2.421
H -1.307 -2.542 0.429
H -3.642 -2.899 0.163
H -2.748 -1.918 -1.017
N 7.502 1.183 -0.037
C 6.343 1.344 -0.052
C 4.932 1.474 -0.043
C 4.228 2.256 0.933
C 2.853 2.217 1.020
N 2.130 1.325 0.227
C 2.795 0.782 -0.884
C 4.172 0.925 -1.045
H 4.794 2.726 1.757
H 2.347 2.711 1.889
H 2.199 0.079 -1.409
H 4.670 0.582 -1.979
N 3.888 -5.889 1.876
C 2.799 -5.701 1.036
O 2.129 -6.674 0.676
C 2.508 -4.340 0.603
C 2.959 -3.211 1.266
C 2.553 -1.920 0.724
N 1.553 -1.800 -0.175
C 1.204 -2.929 -0.860
C 1.703 -4.158 -0.549
H 4.268 -6.854 1.940
H 4.516 -5.107 2.029
H 3.512 -3.178 2.204
H 2.963 -0.953 1.005
H 0.613 -2.708 -1.776
H 1.338 -5.040 -1.084
Br -2.707 4.625 -4.292
C -1.471 4.329 -2.904
C -0.938 5.448 -2.223
C 0.042 5.177 -1.273
C 0.415 3.842 -1.014
N -0.196 2.749 -1.549
C -1.173 3.033 -2.490
H -1.199 6.513 -2.434
H 0.488 5.968 -0.683
H 1.341 3.676 -0.436
H -1.720 2.217 -2.912
C -2.482 -1.699 -3.484
N -1.351 -1.002 -4.016
C -1.020 -1.349 -5.442
C -0.468 -0.318 -3.211
C 0.768 0.256 -3.815
O -0.765 -0.214 -1.994
H -3.180 -1.916 -4.304
H -2.964 -1.066 -2.691
H -2.224 -2.605 -2.925
H -0.370 -0.602 -5.854
H -1.936 -1.252 -6.021
H -0.610 -2.384 -5.573
H 1.593 -0.525 -3.753
H 1.139 1.145 -3.204
H 0.671 0.685 -4.811

Summary:
LUMO (spin up / spin down) in eV: -8.626 / -8.591
HOMO energy (spin up / spin down) in eV: -16.6 / -16.6
<S²>: 3.75
Energy relative to the best compared isomer or geometry (same formula, charge and spin) in eV: 0.891
Spin multiplicity: 4
Charge: +3
Electronic energy in Eh: -5042.1217


Q: What is the formula in the second record?
A: C31H47BrN10NdO2


Q: Which formula does entry 1 have?
A: C31H47Br2NO3P2PtS2